1.
DFT (ωB97M-V/def2-TZVPD) results for 13 unconnected molecules or ions with the total composition C6H39NO13.

Geometry as ORCA input:
```
! wB97M-V def2-TZVPD RIJCOSX def2/J DEFGRID3
* xyz 1 2
C -2.4368 2.9365 -2.5979
O -3.7815 2.5526 -2.8196
C -1.5554 1.7169 -2.4499
C -0.0138 2.0817 -2.7198
C 0.3806 3.0381 -1.5619
C 0.8490 2.2733 -0.3473
C 2.3276 1.8986 -0.3838
N -1.9189 0.4614 -3.2309
H -2.3091 3.7441 -1.8540
H -2.0905 3.5142 -3.5187
H -3.8353 1.7799 -3.3709
H -1.6869 1.3204 -1.4481
H 0.3331 2.4238 -3.6606
H 0.5116 1.1537 -2.5143
H 1.0549 3.7271 -2.0876
H -0.4681 3.7214 -1.4579
H 0.5955 2.5590 0.6443
H 0.4264 1.2466 -0.4701
H 2.7685 1.5433 0.5284
H 2.8718 2.8405 -0.4418
H 2.5134 1.2474 -1.2474
H -2.4950 0.6836 -4.0402
H -2.5280 -0.0852 -2.5690
H -0.0721 -3.9049 1.2839
H 0.8333 -5.0561 0.7652
O 0.8157 -4.1769 1.1046
H -0.9535 -3.4492 -1.2695
H -1.5223 -4.7201 -1.1246
O -0.6446 -4.3027 -1.0122
H -0.0293 -0.9187 2.6230
H -0.9596 0.0145 1.9017
O -0.9746 -0.6634 2.5813
H 3.0386 -4.2212 -1.7905
H 1.6191 -4.0510 -1.1877
O 2.5439 -4.0909 -0.9759
H -2.0593 -2.0666 2.4106
H -2.0337 -3.3089 3.2493
O -2.3297 -3.0219 2.3801
H -2.8341 4.6845 1.1935
H -1.2883 4.7471 0.9767
O -2.1276 4.7562 0.5325
H 3.7469 -1.5237 -0.0631
H 2.2673 -1.4815 -0.5395
O 3.0409 -0.9066 -0.4442
H 1.0774 1.4261 5.4178
H 0.0738 0.4462 4.8530
O 0.2096 1.3822 4.9997
H 3.4730 -3.6427 1.9289
H 3.3234 -3.3531 0.2986
O 3.6865 -3.0835 1.1786
H 1.2868 -1.9314 1.7183
H 1.9773 -0.6497 1.3471
O 1.4949 -1.0715 2.0736
H -0.4707 -1.6224 -2.9721
H 0.4791 -1.0177 -2.1515
O -0.0290 -1.8428 -2.1017
H -0.6934 3.0566 4.0812
H -0.0692 3.0896 2.4661
O -0.6125 3.3970 3.1712
*
```

Values from the calculation:
⟨S²⟩   0.7551
HOMO-LUMO gap (spin up / spin down)   9.30 / 3.10 eV

---

2.
DFT (ωB97M-V/def2-TZVPD) results for 2 unconnected molecules or ions with the total composition C3H6.

Geometry as ORCA input:
```
! wB97M-V def2-TZVPD RIJCOSX def2/J DEFGRID3
* xyz 0 1
C 2.1116 -0.3442 -0.0078
C 1.2658 0.5144 0.0022
H 2.9591 -0.9594 0.0172
H 0.4134 1.1114 0.0087
C -2.3674 -0.1243 0.0072
H -1.9067 -0.1089 1.0028
H -3.0134 -1.0020 -0.1413
H -1.5663 -0.1045 -0.7437
H -2.9463 0.7885 -0.1533
*
```

Values from the calculation:
HOMO-LUMO gap   11.89 eV
SMILES   C#C.C

---

3.
DFT (ωB97M-V/def2-TZVPD) results for 2 unconnected molecules or ions with the total composition C5H8N2.

Geometry as ORCA input:
```
! wB97M-V def2-TZVPD RIJCOSX def2/J DEFGRID3
* xyz 0 1
C -1.5785 -1.3362 -0.9648
C -2.1739 1.7683 -0.4277
C 1.4392 0.0867 0.4138
C -0.5989 -0.5678 -0.5207
C 2.6675 -0.5072 0.9732
N -0.9565 1.5002 -0.3791
N 0.6839 -0.7366 -0.1887
H -1.3771 -2.3577 -1.0193
H -2.5069 -0.7504 -1.2157
H -2.3811 2.8571 -0.2445
H -2.9870 1.0593 -0.3010
H 1.1768 1.0684 0.5677
H 2.3548 -1.5807 1.3508
H 3.3650 -0.6027 0.1080
H 2.8727 0.0993 1.8481
*
```

Values from the calculation:
HOMO-LUMO gap   8.47 eV

---

The electronic energy results, record by record, are as follows: -34950.892; -3205.864; -8290.071 eV.
The molecular weight results, record by record, are as follows: 333.37; 42.08; 96.13 g/mol.
The ΔE to the lowest compared entry with this formula, charge and spin results, record by record, are as follows: 137.1; 36.8; 113.6 kcal/mol.